ORCA calculation (wB97M-V/def2-TZVPD) on a structure of composition C21H48INO2P3Ru.

Geometry as XYZ:
```
77
Properties=species:S:1:pos:R:3:lowdin_charge:R:1
H -0.01 -1.62 -5.88 0.05
C 2.53 -2.83 -4.44 -0.12
C -2.78 0.89 0.01 -0.11
N -0.18 -1.06 -0.64 -0.04
O 1.39 -3.56 -2.47 0.09
C 2.86 -1.75 0.40 -0.20
H -1.69 -2.19 -5.65 0.08
H -0.98 1.48 4.87 0.08
P -0.84 -1.15 -3.63 0.69
H -4.48 1.36 2.16 0.12
C -0.97 0.42 4.60 -0.05
H -2.29 -1.49 1.30 0.06
H -0.80 4.67 0.76 0.11
H -1.06 -1.87 3.24 0.08
H -2.75 -1.36 -2.10 0.05
H -2.27 0.27 -4.98 0.08
H 4.34 -2.57 -2.12 0.07
H -0.32 -3.12 -4.97 0.07
H 1.79 -0.12 4.46 0.11
C 1.73 -2.62 -3.18 -0.54
C -2.93 -0.78 1.83 -0.07
O -0.69 -3.27 0.17 0.20
H -3.28 1.46 3.45 0.09
C -3.43 1.61 2.37 -0.06
H -2.02 0.35 -0.57 0.02
C -0.07 0.12 3.40 -0.64
H -0.71 4.56 3.19 0.12
H 2.73 1.25 0.06 0.02
C 1.38 0.55 3.69 -0.08
C -0.74 3.46 3.26 -0.06
H 1.41 2.71 0.63 0.06
H 1.45 1.57 4.08 0.08
H -0.56 -0.13 5.47 0.12
P 2.88 -0.84 -1.18 0.68
H -2.76 1.95 -0.29 0.07
H 4.42 0.85 -0.36 0.08
H 3.32 1.51 -1.60 0.03
H 0.34 -1.67 2.17 0.04
C -1.51 0.45 -4.21 -0.23
H -0.93 3.20 -0.21 0.08
H -2.93 -1.01 2.90 0.08
C -0.37 2.89 1.89 -0.64
H -2.23 3.66 0.94 0.07
H 0.58 -1.88 3.92 0.11
H 4.65 -0.96 -2.85 0.04
H 3.54 -2.41 -4.32 0.06
C -0.41 -2.20 -0.27 -0.48
I 2.21 0.34 -4.30 0.91
H 2.02 0.46 2.80 0.07
H 2.05 -2.40 -5.32 0.04
Ru 0.93 -0.92 -2.28 0.63
H -2.00 -2.94 -2.46 0.06
H -1.96 0.99 -3.37 0.06
H 5.24 -1.33 -1.20 0.08
H -1.75 3.19 3.59 0.08
H -3.29 2.67 2.13 0.07
C -2.55 0.67 1.52 -0.64
H -3.96 -0.95 1.47 0.11
C -0.06 -1.41 3.16 -0.08
P -0.69 0.99 1.82 1.37
H 2.62 -3.91 -4.59 0.13
C -0.69 -2.11 -5.19 -0.22
C -2.31 -1.98 -2.89 -0.20
H 1.79 2.74 2.37 0.07
H -0.69 1.05 -4.62 0.01
H -3.77 0.49 -0.25 0.10
C -1.15 3.63 0.78 -0.09
H 2.22 -1.22 1.12 0.02
C 3.39 0.86 -0.72 -0.22
H 2.45 -2.76 0.23 0.06
H 1.28 4.22 1.56 0.11
C 4.43 -1.49 -1.92 -0.23
C 1.12 3.14 1.60 -0.09
H -2.00 0.07 4.47 0.08
H 3.87 -1.84 0.81 0.08
H -0.02 3.18 4.05 0.08
H -3.06 -2.17 -3.66 0.08
```

Results
Total charge: +3
HOMO-LUMO gap (alpha / beta), Eh: 0.2445 / 0.1844
E_LUMO (alpha / beta), eV: -10.94 / -13.40
E_HOMO (alpha / beta), eV: -17.59 / -18.42
⟨S²⟩: 6.02
Multiplicity: 5

***

ORCA calculation (wB97M-V/def2-TZVPD) on a structure of composition C21H48N10O3RuS2.

Geometry as XYZ:
```
85
Properties=species:S:1:pos:R:3:lowdin_charge:R:1
H 0.31 1.35 -2.93 0.10
H -1.88 1.45 0.31 0.08
N -3.04 -1.59 1.89 -0.18
C -3.54 -1.73 3.25 -0.05
H -2.83 -0.83 -1.42 0.10
C -0.75 1.38 -2.69 -0.17
H 2.58 -0.57 -3.26 0.06
N -0.84 -2.01 2.46 -0.14
H -1.36 6.34 1.24 0.09
C -0.23 3.71 0.03 -0.39
C 1.10 -4.01 0.01 -0.04
H -0.75 4.11 2.44 0.09
H -3.79 -2.77 3.50 0.09
H 3.97 -1.55 -3.75 0.10
H 1.69 -4.51 0.78 0.11
C -1.05 2.61 -1.88 -0.24
H -4.44 -1.13 3.36 0.10
H -0.15 -0.82 -3.52 0.13
H -3.42 -2.15 -0.09 0.07
H -3.07 0.87 -1.76 0.14
H 0.63 -3.13 0.44 0.06
H 4.18 -0.17 -2.66 0.04
H -0.29 -4.02 2.60 0.09
H 0.11 6.26 0.25 0.09
H 4.26 -2.91 -0.23 0.09
H -2.87 3.36 0.07 0.08
H -2.12 2.62 -1.64 0.07
H -2.80 -1.37 3.96 0.10
C -3.95 -2.04 0.86 -0.05
H -1.23 -3.44 3.97 0.10
H -3.21 5.05 0.35 0.10
S 2.75 1.24 -0.99 0.48
C 2.10 -2.30 -1.43 -0.40
N 1.01 -1.52 -1.48 -0.05
C -0.96 6.06 0.26 -0.04
N 1.96 -3.60 -1.09 -0.12
C 2.81 -4.65 -1.64 -0.03
H 3.53 -5.02 -0.91 0.10
N 0.73 4.03 0.96 -0.18
H -1.43 6.69 -0.50 0.10
H 1.24 -1.95 2.05 0.05
H -0.18 -3.05 -2.35 0.14
H -2.02 -3.76 2.42 0.09
H 4.93 -1.33 -0.62 0.09
H 2.66 4.51 1.53 0.10
H -1.32 1.41 -3.62 0.14
H 0.67 3.14 2.87 0.08
H -2.95 4.49 -1.30 0.09
C 0.51 -1.54 2.74 -0.04
O 2.60 -0.86 0.73 -0.46
H 5.25 -2.71 -1.70 0.10
H -1.79 -1.39 -3.19 0.14
C -1.12 -3.37 2.89 -0.04
N -1.06 0.16 -1.92 -0.20
C 0.34 4.05 2.36 -0.05
H -0.90 -2.24 -0.95 0.09
C -0.86 -1.05 -2.73 -0.17
H -4.79 -1.35 0.72 0.10
C 3.52 -0.99 -2.93 -0.10
H -3.25 0.40 0.67 0.12
H -0.87 3.48 -2.51 0.14
C -0.27 -2.09 -1.83 -0.22
C -2.63 4.36 -0.26 -0.05
O 1.66 1.20 1.53 -0.47
H 2.27 4.95 -0.15 0.09
O 4.12 0.90 1.57 -0.31
N -1.22 4.66 -0.06 -0.13
C -1.70 -1.35 1.65 -0.37
H -4.35 -3.02 1.12 0.10
H 2.60 3.28 0.27 -0.03
N -0.21 2.63 -0.70 0.05
C -2.27 0.45 0.19 -0.21
H 0.32 -4.70 -0.33 0.10
S 2.88 0.58 0.93 0.11
H 2.18 -5.48 -1.95 0.10
N 3.31 -1.89 -1.80 -0.15
C -2.40 0.15 -1.28 -0.15
Ru 0.61 0.22 -0.33 1.19
H 0.77 -1.85 3.75 0.10
C 4.51 -2.24 -1.05 -0.03
H 0.55 -0.46 2.68 0.07
C 2.14 4.19 0.63 -0.05
N -1.30 -0.47 0.76 0.02
H 0.76 4.92 2.87 0.09
H 3.35 -4.28 -2.51 0.10
```

Results
Total charge: +1
HOMO-LUMO gap (alpha / beta), Eh: 0.2554 / 0.2703
E_LUMO (alpha / beta), eV: -3.30 / -2.86
E_HOMO (alpha / beta), eV: -10.25 / -10.22
⟨S²⟩: 0.76
Multiplicity: 2

***

ORCA calculation (wB97M-V/def2-TZVPD) on a cluster of 11 separate species, C21H48N11O24 in total.

Geometry as XYZ:
```
104
Properties=species:S:1:pos:R:3:lowdin_charge:R:1
C -4.71 4.50 -5.10 0.04
O 2.55 9.82 4.39 0.08
O -7.01 4.22 -5.15 0.05
C 4.63 -9.40 0.08 0.05
H 5.77 -5.03 2.61 0.10
O 3.42 9.18 6.26 0.05
H -3.01 -1.02 -5.13 0.09
H 3.53 -3.34 -0.40 0.10
H -3.26 0.06 0.70 0.11
C -0.21 -1.07 0.04 -0.14
C 2.28 11.19 6.24 0.05
H 6.45 0.12 2.42 0.09
N 2.79 9.96 5.57 -0.44
H 3.13 11.72 6.64 0.10
H -0.37 0.29 -1.58 0.10
O 2.59 -1.07 0.94 0.11
C 2.46 2.19 3.02 0.03
H 4.27 -8.37 0.05 0.08
O 5.59 2.33 2.18 0.06
O 4.08 -5.98 0.31 0.03
N 0.98 2.09 3.18 -0.43
H 1.62 10.86 7.05 0.10
C 6.84 0.70 3.25 0.05
H -7.61 -3.68 -5.15 0.10
H -4.94 5.08 -5.98 0.09
H 4.35 -9.87 1.02 0.10
C 2.52 -3.18 -0.04 -0.05
C -7.93 -3.78 -0.81 -0.76
C 3.69 1.18 -1.39 0.06
O 5.69 0.08 -1.70 0.05
H 2.88 1.23 3.28 0.10
H 1.46 7.41 4.12 0.09
O -5.67 -2.04 -5.75 0.03
H 6.49 0.31 4.21 0.10
H -5.74 -2.94 0.89 0.10
N 6.31 2.09 3.13 -0.45
O -5.91 3.28 -3.56 0.07
C -7.63 -2.70 -4.68 0.07
H 2.92 1.61 -2.02 0.10
C -2.35 -0.39 -1.20 -0.21
H 2.85 7.38 5.23 0.06
H -6.54 -0.21 0.45 0.11
H -2.96 -0.18 -6.71 0.09
H -5.33 -0.19 -1.46 0.10
N 4.75 0.61 -2.26 -0.45
H -0.78 -1.99 0.05 0.12
H 2.67 2.43 1.98 0.10
H -0.01 -0.78 1.07 0.11
O -5.75 -1.94 -3.59 0.07
O 0.40 1.24 2.54 0.06
O 6.68 -8.76 0.94 0.04
O 4.62 0.70 -3.46 0.06
N -6.40 -2.28 0.51 -0.05
O -9.06 -3.30 -1.06 -0.10
O -7.61 -4.97 -0.59 -0.09
C -6.77 -2.77 -0.83 -0.20
O 6.68 -9.92 -0.87 0.08
H 4.28 -9.97 -0.77 0.10
H 0.63 -4.08 -0.01 0.07
C -5.76 -0.97 0.48 -0.24
C -2.43 -0.38 -5.79 0.06
H 3.29 0.37 -0.78 0.07
O 1.05 -1.35 -0.65 -0.02
N -6.23 -2.18 -4.67 -0.43
C -4.78 -0.73 -0.68 -0.20
O 0.44 2.86 3.95 0.06
H 4.94 -6.60 2.45 0.10
C 2.06 -1.79 0.13 -0.53
H -1.06 0.91 -0.07 0.11
C 1.67 -4.18 0.26 0.06
O 6.65 2.89 3.97 0.07
H -4.27 5.12 -4.32 0.10
H 2.80 2.99 3.67 0.05
H -2.49 -0.06 -2.23 0.08
O 5.82 -4.75 0.03 0.08
H -5.25 -0.82 1.43 0.10
H -7.98 -2.78 -3.65 0.09
H -8.23 -2.01 -5.25 0.10
H 1.74 11.78 5.51 0.09
N 6.12 -9.36 0.04 -0.44
H 1.98 -5.05 0.81 0.05
O 3.13 4.82 4.89 0.05
C -3.53 0.11 -0.36 -0.19
H -4.45 -1.67 -1.10 0.09
N 2.50 5.60 4.19 -0.43
C 1.99 6.83 4.85 0.04
H -7.04 -1.95 -1.49 0.08
O -1.65 0.86 -4.02 0.06
O 2.25 5.44 3.02 0.07
H -1.44 -0.80 -5.97 0.10
H -4.07 3.66 -5.33 0.06
H 7.92 0.76 3.23 0.10
H 6.61 -6.41 1.84 0.09
C -0.96 0.03 -0.70 -0.15
H 4.15 1.92 -0.76 0.10
C 5.66 -5.92 2.01 0.04
N 5.15 -5.51 0.67 -0.43
N -2.23 0.91 -5.08 -0.42
O -2.66 1.92 -5.59 0.05
H -3.70 1.15 -0.63 0.11
N -5.99 3.95 -4.56 -0.46
H -2.38 -1.48 -1.23 0.10
H -5.92 -3.28 -1.28 0.09
H 1.34 6.51 5.66 0.11
```

Results
Total charge: -1
HOMO-LUMO gap, Eh: 0.1680
E_LUMO, eV: 0.62
E_HOMO, eV: -3.95